Computed, not measured: a molecular structure, C41H77B3F9O18P at a distorted geometry, with ωB97M-V/def2-TZVPD.

```
149
Properties=species:S:1:pos:R:3:forces:R:3:mulliken_charge:R:1
F 3.342586 0.178071 8.131301 0.13 0.03 0.27 -0.326
O 0.725087 -1.865344 4.492458 0.22 -0.11 0.66 -0.237
C -4.776151 3.734368 -6.284040 -0.04 -0.24 0.10 -0.107
H 8.433133 -3.260298 -5.501105 -0.01 0.02 -0.14 0.324
H 3.251430 1.960693 -3.045648 0.05 -0.04 0.09 0.180
H -5.286392 4.406194 -5.589670 0.03 0.13 -0.10 0.406
H -4.063140 0.974827 1.602425 -0.07 -0.03 0.09 0.303
H -0.732377 2.207340 -0.409127 -0.05 -0.05 -0.13 0.414
H 4.121083 -2.024249 -0.970656 0.07 -0.10 0.04 0.087
F 2.949291 0.702561 10.696090 -0.87 0.17 0.09 -0.221
P -1.442592 0.500083 4.805734 -0.52 0.58 -1.45 0.712
F 0.776795 0.564699 8.023159 -0.11 -0.04 0.09 -0.301
F 1.301922 0.625315 12.139255 0.30 0.22 -0.90 -0.244
C -4.094832 -5.177005 10.676963 0.19 -0.08 -0.06 -0.898
H -3.001135 -0.442722 1.605293 -0.10 0.06 0.01 0.059
H -4.180472 -4.147558 11.029361 -0.13 -0.02 0.05 0.122
H -3.141960 6.442636 -5.785675 -0.01 -0.01 0.00 0.251
H 6.544740 -1.403968 -5.806047 0.05 -0.05 -0.17 0.353
H -7.167453 4.715457 -7.445642 0.08 0.10 -0.02 0.321
O 4.289895 2.857824 -1.130304 0.17 0.27 0.08 -0.479
C -5.670261 -4.750218 8.691427 0.13 -0.05 -0.15 -0.876
C -5.782391 3.096870 -7.205767 0.02 0.12 0.02 0.751
H -2.613961 -0.076032 -2.862549 0.03 -0.20 -0.03 0.179
H 3.336658 -3.549118 -10.092901 -0.03 0.03 -0.12 0.324
O -2.156609 1.926387 -5.151172 0.00 0.09 -0.04 -0.544
C 7.629833 -3.994921 -5.432091 -0.03 -0.15 0.19 -1.125
H -0.534646 6.267346 -9.154224 -0.01 -0.01 -0.01 0.309
O -5.755781 -1.136890 8.513953 -0.10 -0.09 -0.05 -0.567
H 6.184406 3.043686 1.297773 0.06 -0.11 0.04 0.339
B 1.155069 -0.605177 4.816080 0.09 1.02 -0.79 0.119
C 0.980922 3.032316 -5.457531 -0.04 -0.23 -0.16 -1.090
H 0.189948 5.943532 -7.566621 0.04 0.09 0.08 0.210
H -4.050359 4.301197 -6.868022 -0.08 0.14 0.02 -0.139
C -5.799359 -0.003279 -0.428345 0.08 -0.10 -0.25 -1.252
C 6.244247 2.823260 0.231123 -0.07 0.16 -0.17 -1.294
F 0.326618 -1.567187 8.152831 0.01 -0.04 0.06 -0.259
C -4.941870 -0.794116 9.337106 0.09 0.06 0.06 0.725
H 0.457864 0.963355 3.498739 -0.07 0.26 -0.29 0.062
H -0.269430 7.600531 -8.012783 0.08 -0.02 0.10 0.344
C -0.542143 6.548138 -8.104195 -0.09 -0.07 -0.17 -1.037
H -4.260781 -0.318516 -4.952126 0.04 -0.13 0.03 0.288
H -4.668379 -1.364260 11.388278 0.09 0.10 0.05 0.275
C -6.593547 4.030459 -8.071524 -0.08 -0.19 -0.10 -1.168
C 1.612883 0.711942 10.824338 0.01 0.30 0.65 0.577
H -1.904824 7.710006 -5.900537 0.12 -0.02 0.05 0.394
H 2.208749 3.378652 -2.900748 0.07 0.12 -0.01 0.274
C -0.216547 -0.577547 -0.369734 0.21 -0.03 0.19 -0.426
H -5.712771 -4.840323 7.609332 0.01 0.01 -0.02 0.273
H -1.278393 -0.400764 -0.198499 -0.08 0.01 -0.17 -0.112
C -4.408808 -0.409855 -0.002313 -0.21 0.14 0.33 0.880
H -6.339837 -0.961494 10.943996 -0.01 0.00 -0.01 0.318
H 7.932570 -4.794024 -4.759366 -0.01 0.00 0.01 0.330
H -4.690229 -0.603601 2.113493 -0.06 0.11 0.05 0.394
H -1.443051 6.051783 -5.458737 0.07 0.08 0.02 0.197
O -3.651314 -0.958806 -0.768274 0.13 -0.04 -0.19 -0.558
H 3.784653 -0.918836 -10.219520 -0.04 -0.03 -0.12 0.331
C 4.405955 -3.688199 -10.257770 0.12 -0.08 0.15 -1.140
H 0.959349 2.690965 -0.154532 0.02 0.00 -0.01 0.394
O -2.193692 0.423196 3.550765 0.07 -0.07 0.00 -0.384
H -7.277523 3.453093 -8.689225 0.00 -0.01 0.00 0.337
C 2.427227 -3.257601 -1.398102 0.11 0.09 0.01 0.969
H 1.640385 3.620068 -6.100002 0.02 0.12 0.12 0.462
O 6.001102 -2.586724 -8.883654 0.10 -0.04 -0.03 -0.569
C -1.830390 0.176394 -3.580512 0.00 0.26 -0.01 -0.361
B 1.309182 -2.915861 5.184356 -0.15 -0.73 -0.66 0.523
C -2.115001 6.653320 -6.072782 -0.17 -0.06 -0.05 -0.966
H 4.585537 -3.821976 -11.325366 -0.11 0.05 -0.04 0.355
H 3.447947 0.777643 -0.106470 -0.15 -0.05 -0.03 -0.144
H 6.499250 3.732987 -0.307253 -0.01 0.01 -0.01 0.328
H 1.459371 -4.581866 -0.028798 -0.01 0.01 -0.01 0.333
H -5.928735 4.610043 -8.713876 0.01 0.11 0.09 0.273
B 2.414650 -1.368471 6.484940 0.96 -0.52 -0.16 0.010
H 5.450347 -0.380635 -9.929230 0.01 0.00 0.01 0.295
O 2.242530 -2.691255 6.170366 -0.53 0.33 0.41 -0.651
C 4.918006 2.297698 -0.261532 -0.13 -0.17 0.03 0.697
C 2.458674 -4.193584 -0.212014 -0.21 -0.02 -0.04 -1.254
C 4.384655 1.034301 0.362069 0.29 0.05 -0.13 -0.506
H 5.033456 -1.190075 -11.452717 -0.13 -0.01 -0.03 0.348
O -1.681505 -0.785663 5.714001 0.25 0.31 0.71 -0.455
H 4.915668 -1.824007 -5.239094 0.01 0.00 0.04 0.172
C 0.589186 0.601428 0.092871 -0.12 -0.16 -0.06 0.914
O 1.401014 -3.031244 -1.993604 -0.18 -0.03 -0.03 -0.572
H -5.141557 0.330321 11.153182 0.11 -0.03 0.06 0.420
H -0.049938 -0.751115 -1.434036 -0.10 0.02 -0.02 0.197
H 0.320084 2.431143 -6.075828 -0.07 0.04 0.00 0.250
C -2.440132 0.797667 -4.810801 0.11 -0.11 0.14 0.711
H -6.470325 -5.347402 9.131956 -0.03 0.10 0.10 0.339
H -3.793294 0.512515 -6.443790 -0.04 0.02 0.00 0.299
F 1.388954 -1.630272 10.730053 0.06 0.11 -0.16 -0.266
H 3.566090 -1.972714 -2.657198 0.00 0.01 -0.02 0.132
C -5.296357 -0.690761 10.802298 -0.18 -0.08 -0.09 -1.247
O 2.378647 -0.451026 5.479314 -0.75 0.21 0.83 0.141
C 3.730734 -2.619989 -1.799472 -0.21 0.12 0.01 -0.758
H 0.493861 1.844022 -1.644306 -0.12 -0.03 -0.02 -0.270
H 5.096258 0.218077 0.214743 0.07 0.03 0.16 0.392
H -3.398070 -0.573057 7.879138 0.00 -0.01 -0.02 0.127
H -6.542064 -0.505233 0.193126 -0.02 0.10 0.08 0.356
H 3.498378 3.343597 -4.120212 -0.07 0.13 0.02 0.502
O -5.935095 1.898434 -7.257043 -0.01 -0.12 -0.01 -0.550
H 4.735601 -4.577573 -9.726777 0.01 0.00 0.01 0.296
H -5.921507 1.075785 -0.324063 -0.06 -0.01 0.12 0.331
O 1.662804 0.912384 -4.644015 0.00 -0.12 -0.01 -0.572
F 1.097504 1.863111 10.336513 0.62 -0.84 0.41 -0.224
C -1.919023 6.318567 -7.531350 0.09 0.01 0.09 0.881
C 4.837103 -1.156501 -10.380164 0.15 0.06 0.13 -1.140
H 0.089654 -1.463895 0.180160 0.00 -0.03 -0.01 0.198
H 3.135492 -5.025656 -0.410805 0.10 0.05 0.07 0.407
H 0.719166 1.499137 5.172475 0.21 0.30 0.04 0.374
H 7.024604 2.079171 0.066115 0.00 -0.04 0.12 0.337
C 2.751141 2.742337 -3.600077 -0.12 -0.26 -0.24 -1.150
C 1.793861 2.113422 -4.578609 -0.05 0.10 0.03 0.910
H 4.216444 1.179828 1.429275 0.06 -0.09 0.05 0.289
H -1.859107 -1.523386 5.125905 -0.14 -0.41 -0.11 0.289
C -3.523223 -0.455763 8.952583 -0.07 -0.05 -0.21 -0.669
H 7.444263 -4.408542 -6.424240 0.06 0.12 -0.08 0.287
O 1.435272 0.498264 0.958506 -0.10 0.05 0.23 -0.492
H -3.098606 -5.549482 10.902284 0.01 0.00 -0.01 0.294
C 0.972819 -0.512674 10.123359 -0.50 0.36 0.14 0.506
H 0.976241 -4.020955 4.925193 0.06 -0.03 -0.01 -0.127
C -3.418630 -0.043889 -5.588704 0.05 0.21 -0.17 -1.197
C 5.166777 -2.487600 -9.752660 -0.07 0.00 -0.09 0.878
H -3.296782 0.576116 9.227286 0.07 -0.04 0.13 0.392
H 4.457075 -3.382342 -2.070449 0.10 0.01 0.07 0.443
C -4.330307 -5.234913 9.184814 -0.11 0.03 0.04 0.841
H -1.305437 1.892155 6.397476 -0.11 0.31 0.33 0.331
H 2.803639 -3.658775 0.674717 0.12 -0.04 -0.01 0.260
H 5.557732 -2.562419 -6.720768 0.18 0.10 -0.02 -0.063
F 3.125396 -1.937918 8.749799 0.08 0.08 0.31 -0.311
H -1.145281 0.885964 -3.121089 0.02 0.00 -0.05 -0.151
H -2.829544 -1.123276 9.466946 0.04 0.10 0.09 0.238
H -2.926429 -0.953621 -5.936378 -0.04 -0.08 0.12 0.400
C -4.014905 -0.099640 1.420822 0.16 -0.25 -0.45 -0.832
C 6.375784 -3.340094 -4.907473 0.01 0.09 -0.08 0.743
H -4.832081 -5.790585 11.196414 -0.07 0.10 0.04 0.343
O -3.482453 -5.646353 8.430857 0.12 -0.03 -0.08 -0.564
H -1.277850 -0.725499 -3.847137 -0.09 -0.09 0.06 0.410
C 0.328307 0.710112 4.546184 -0.03 -0.96 0.37 -0.248
H 0.375072 3.699609 -4.842741 0.06 0.09 -0.02 0.248
H -5.957701 -0.281485 -1.467544 -0.01 0.00 -0.02 0.315
O -2.820061 5.883453 -8.207148 -0.11 -0.02 -0.11 -0.555
O -1.928504 1.747055 5.677097 0.44 -0.49 0.35 -0.545
H -4.254066 2.968970 -5.718841 0.04 -0.02 -0.01 -0.166
H -5.808096 -3.702861 8.965237 -0.13 -0.03 0.06 0.111
C 1.165251 -0.601784 8.596093 0.25 -0.16 -0.08 0.633
C 2.565575 -0.931404 8.043495 0.10 -0.11 -1.06 0.710
C 5.811898 -2.207704 -5.722969 -0.27 -0.02 0.28 -0.502
O 5.848335 -3.710165 -3.883642 0.07 -0.13 0.04 -0.517
F -0.363518 -0.394944 10.320539 0.07 0.00 0.05 -0.235
C 0.308889 1.924660 -0.571474 0.19 0.12 0.15 -0.788
```
Forces are in eV/Å.

For the frontier orbital gap, the calculation gives 0.336 Ha. The value obtained for the HOMO energy is -9.03 eV. Its total energy is -116406.528 eV.